1.
C34H33MnNP2 | the ωB97M-V functional and the def2-TZVPD basis

As for the multiplicity: 6. As for the charge: -2. The calculation puts the LUMO energy (alpha / beta) at 0.161 / 0.160 hartree. The molar mass comes out at 572.53 u. The HOMO-LUMO gap (alpha / beta) is 3.8 / 4.2 eV. The HOMO energy (alpha / beta) is 0.0224 / 0.0065 hartree. Its maximum force is 1.046 eV Å⁻¹. Its electronic energy is -87177.581 eV.

Atoms and positions in Å:
C  0.348  -0.073  -2.968
H  -0.022  6.615  -1.169
C  1.196  0.662  -1.917
H  -6.102  -1.378  1.573
C  4.941  -0.155  -0.609
H  7.072  -0.033  -0.490
C  -0.775  -3.181  -1.573
C  3.812  -0.268  -1.427
H  1.341  -3.191  -1.263
C  1.523  -0.379  2.082
P  -0.990  -1.469  -0.927
C  -5.142  -1.395  1.071
H  2.582  -1.072  3.950
H  -5.936  -0.722  -0.836
C  -0.377  5.639  -0.857
H  7.408  -0.191  -2.947
C  0.423  4.785  -0.096
H  1.636  -5.497  -2.129
Mn  -1.245  0.266  1.020
H  -3.102  3.608  -1.098
H  -1.897  -2.217  1.643
C  5.299  -0.335  -3.352
C  2.140  0.308  0.871
H  0.292  1.254  2.864
C  -1.877  -3.915  -2.014
H  -0.254  -0.359  3.346
H  0.552  1.300  -1.302
C  0.491  -3.765  -1.613
C  3.247  1.883  2.370
C  4.025  -0.365  -2.808
C  -0.011  3.538  0.306
C  3.217  0.877  3.387
C  2.799  1.519  1.109
H  1.423  5.095  0.196
C  -3.831  -1.052  -0.925
H  0.876  -0.964  -3.333
C  6.218  -0.130  -1.152
H  -2.865  -3.472  -1.952
C  -5.049  -1.031  -0.296
H  -1.606  -0.988  -3.261
H  -0.327  -6.783  -2.926
C  -1.309  3.044  -0.039
H  4.801  -0.083  0.463
C  -4.008  -1.769  1.746
H  -3.760  -0.744  -1.964
C  2.514  -0.270  3.218
C  6.410  -0.216  -2.525
C  -2.643  -1.401  -0.247
C  -1.651  5.189  -1.205
C  -2.110  3.946  -0.818
C  -0.452  -5.775  -2.549
H  -1.593  0.434  -2.191
C  -1.717  -5.202  -2.499
C  -2.750  -1.795  1.122
H  0.640  2.901  0.893
P  2.116  -0.461  -0.726
N  -1.769  1.848  0.319
H  3.777  2.816  2.527
H  3.171  -0.463  -3.472
C  0.647  -5.053  -2.103
H  5.425  -0.406  -4.427
H  1.900  1.331  -2.418
H  -2.580  -5.765  -2.837
C  0.160  0.228  2.507
H  1.364  -1.439  1.844
H  0.211  0.578  -3.839
C  -1.045  -0.472  -2.474
H  3.835  1.006  4.275
H  3.052  2.153  0.260
H  -2.303  5.825  -1.801
H  -4.074  -2.067  2.788

2.
C6H16N4O3S | the ωB97M-V functional and the def2-TZVPD basis

For the energy above the lowest of the compared OMol25 structures with the same formula, charge and spin, the calculation gives 0.0 kcal per mole. As for the multiplicity: 1. As for the charge: 0. The calculation puts the LUMO energy at 0.011 hartree. The molar mass comes out at 224.29 u. The HOMO-LUMO gap is 9.3 eV. The HOMO energy is -0.3294 hartree. Its maximum force is 1.512 eV Å⁻¹. Its electronic energy is -29418.681 eV.

Atoms and positions in Å:
H  1.263  -1.460  -2.526
O  0.665  -0.565  2.460
S  1.061  -1.450  1.370
H  3.057  2.163  -0.820
N  1.197  1.366  -0.155
H  -0.280  2.601  0.632
H  -3.735  0.019  1.866
C  0.840  -2.096  -1.747
H  1.995  1.486  -2.070
O  2.356  -1.254  0.787
O  -2.773  -0.395  -0.966
H  1.170  3.484  0.121
C  -2.475  -0.055  0.156
H  -4.239  1.072  0.536
C  -3.383  0.695  1.088
N  -1.241  -0.346  0.701
C  0.510  2.639  -0.115
H  -0.034  -3.078  2.176
H  -2.852  1.516  1.562
C  2.341  1.360  -1.043
H  1.499  1.089  0.774
C  -0.202  -0.949  0.089
H  0.058  2.825  -1.090
H  0.495  -3.028  -2.192
N  0.640  -2.929  1.447
N  -0.269  -1.430  -1.115
H  -0.970  -0.077  1.654
H  2.843  0.402  -0.938
H  1.599  -2.303  -0.995
H  -1.135  -1.303  -1.646

3.
C6H10OSi | the ωB97M-V functional and the def2-TZVPD basis

Its SMILES is C=C[SiH]=O.C=C=CC. For the energy above the lowest of the compared OMol25 structures with the same formula, charge and spin, the calculation gives 93.1 kcal per mole. As for the multiplicity: 1. As for the charge: 0. The calculation puts the LUMO energy at -0.009 hartree. The molar mass comes out at 126.23 u. The HOMO-LUMO gap is 8.5 eV. The HOMO energy is -0.3216 hartree. Its maximum force is 4.552 eV Å⁻¹. Its electronic energy is -16305.263 eV.

Atoms and positions in Å:
O  0.816  1.861  -0.028
C  -1.747  1.588  -0.455
C  -1.607  2.887  -0.405
C  -2.214  -0.767  0.566
H  3.927  -2.011  -1.443
H  3.492  -1.617  0.378
C  -1.834  0.311  -0.540
H  -0.714  3.316  -0.071
H  -1.461  -1.633  0.513
H  -1.519  -0.073  -1.433
C  2.538  -0.345  -1.091
H  -2.309  3.487  -0.797
H  -2.327  -0.218  1.444
Si  1.881  0.858  0.247
H  2.381  -0.082  -2.156
H  -3.098  -1.192  0.312
C  3.350  -1.303  -0.738
H  2.745  0.765  1.384

4.
BrH10O5Zn | the ωB97M-V functional and the def2-TZVPD basis

For the energy above the lowest of the compared OMol25 structures with the same formula, charge and spin, the calculation gives 162.3 kcal per mole. As for the multiplicity: 1. As for the charge: +1. The calculation puts the LUMO energy at -0.319 hartree. The molar mass comes out at 235.37 u. The HOMO-LUMO gap is 4.3 eV. The HOMO energy is -0.4767 hartree. Its maximum force is 1.248 eV Å⁻¹. Its electronic energy is -128849.206 eV.

Atoms and positions in Å:
H  -23.211  16.510  -18.465
Br  -20.098  16.740  -23.818
O  -19.246  19.160  -18.896
H  -25.770  19.882  -22.940
O  -22.710  21.981  -18.973
Zn  -21.821  19.452  -21.218
H  -24.663  20.395  -23.836
O  -23.454  17.114  -19.167
H  -18.309  19.249  -19.073
H  -21.090  22.258  -23.928
H  -24.397  16.992  -19.272
O  -20.697  22.272  -23.055
H  -19.289  18.747  -18.034
H  -20.462  23.189  -22.913
H  -22.136  22.359  -18.306
O  -24.819  19.877  -23.047
H  -23.443  22.594  -19.033

5.
C7H9FO | the ωB97M-V functional and the def2-TZVPD basis

For the energy above the lowest of the compared OMol25 structures with the same formula, charge and spin, the calculation gives 63.4 kcal per mole. As for the multiplicity: 1. As for the charge: 0. The calculation puts the LUMO energy at 0.025 hartree. The molar mass comes out at 128.15 u. The HOMO-LUMO gap is 10.3 eV. The HOMO energy is -0.3523 hartree. Its maximum force is 3.824 eV Å⁻¹. Its electronic energy is -12166.694 eV.

Atoms and positions in Å:
H  2.462  -2.111  0.745
O  -1.836  -0.454  0.669
F  -0.896  -1.369  -1.433
H  -3.807  -0.170  0.522
H  3.012  0.052  0.428
C  -2.870  0.430  0.190
C  -0.636  -0.517  0.172
C  1.654  -1.418  0.377
C  2.284  -0.200  -0.249
H  -2.841  1.445  0.767
C  -0.027  0.732  -0.418
H  -0.705  1.372  -0.918
H  2.941  -0.645  -1.062
H  -2.858  0.612  -0.894
H  1.597  1.816  -1.000
H  -0.259  -2.436  1.092
C  1.280  0.817  -0.545
C  0.354  -1.499  0.732

6.
C4H31NO14S | the ωB97M-V functional and the def2-TZVPD basis

For the energy above the lowest of the compared OMol25 structures with the same formula, charge and spin, the calculation gives 121.4 kcal per mole. As for the multiplicity: 1. As for the charge: -2. The calculation puts the LUMO energy at 0.175 hartree. The molar mass comes out at 349.35 u. The HOMO-LUMO gap is 6.3 eV. The HOMO energy is -0.0565 hartree. Its maximum force is 5.863 eV Å⁻¹. Its electronic energy is -45642.266 eV.

Atoms and positions in Å:
H  -0.329  -4.173  -1.165
H  2.094  -0.159  0.667
H  1.178  4.010  1.624
H  -0.863  -3.489  1.111
H  0.613  1.658  0.478
H  -2.276  -0.755  -0.855
C  -0.424  1.179  0.418
H  -0.390  4.017  1.817
H  -2.589  1.226  -1.735
C  0.211  -0.709  -0.943
O  3.594  -3.248  -0.150
H  -0.561  0.090  0.996
H  3.157  -2.646  -0.723
O  -0.089  -1.256  -2.068
H  -3.551  0.044  -1.648
H  1.233  2.540  3.086
H  1.485  -1.358  1.622
O  2.381  -0.794  -3.479
H  -0.614  0.948  -1.903
H  -1.681  2.646  1.484
O  2.161  -1.550  2.333
H  2.638  -0.693  2.554
H  -0.753  -2.856  -1.771
O  -3.080  0.679  -2.237
C  -1.592  2.115  0.523
S  -0.551  4.265  -0.637
H  2.910  1.031  0.223
O  -0.233  -3.127  1.787
H  1.957  1.235  2.394
H  -3.024  3.460  -0.374
O  2.642  0.594  1.039
H  2.013  -1.130  -2.670
C  -1.958  3.041  -0.541
H  -2.021  2.761  -1.571
O  -1.018  -1.152  4.168
H  -0.108  -0.711  4.081
H  0.674  -3.074  1.260
O  -2.944  -1.166  -0.203
H  -3.121  -2.088  -0.648
O  1.118  -1.126  -0.200
H  3.485  -2.780  0.635
H  0.096  -0.298  -3.708
H  -0.922  0.710  -4.167
O  -0.131  0.295  -4.491
H  -1.092  -2.001  3.672
O  0.428  3.981  2.376
O  1.813  1.677  3.301
N  -0.517  0.510  -0.914
H  -2.526  1.458  0.552
O  -1.004  -3.888  -1.702
H  2.083  0.058  -3.697

7.
C4H5NO | the ωB97M-V functional and the def2-TZVPD basis

For the energy above the lowest of the compared OMol25 structures with the same formula, charge and spin, the calculation gives 199.0 kcal per mole. As for the multiplicity: 1. As for the charge: 0. The calculation puts the LUMO energy at 0.022 hartree. The molar mass comes out at 83.09 u. The HOMO-LUMO gap is 10.0 eV. The HOMO energy is -0.3462 hartree. Its maximum force is 9.312 eV Å⁻¹. Its electronic energy is -7757.898 eV.

Atoms and positions in Å:
H  2.976  -1.841  -0.091
O  0.743  1.908  0.217
C  2.027  -1.379  0.061
C  -1.760  -0.643  0.188
C  0.913  -0.921  0.240
H  -1.622  -1.666  0.514
C  -0.702  0.132  0.074
N  -0.062  1.105  -0.552
H  1.527  2.022  -0.345
H  -2.760  -0.234  0.096
H  -1.279  1.516  -0.402